(1)
Formula: C31H55F4NO5S2
Source: OMol25
Level of theory: wB97M-V/def2-TZVPD

Geometry as XYZ:
```
98
C31H55F4NO5S2, DFT wB97M-V/def2-TZVPD
C -2.610 -4.021 0.785
C -3.811 -3.780 -0.239
C -4.209 -2.211 -0.398
C -5.750 -2.066 -0.006
C -6.411 -0.653 -0.379
C -5.953 -0.050 -1.784
C -4.610 0.812 -1.746
C -4.545 1.915 -0.582
C -3.176 1.708 0.210
C -3.075 2.482 1.600
C -1.989 1.794 2.577
C -0.874 2.805 3.103
C 0.531 2.067 3.437
C 1.782 3.040 3.277
C 3.161 2.265 2.957
C 2.963 1.531 1.550
C 3.956 1.995 0.389
C 3.872 3.609 0.164
O 2.828 3.873 -0.789
C 1.762 4.657 -0.278
F 1.619 5.767 -1.181
S 0.166 3.709 -0.443
N 3.426 1.411 -0.884
C 3.598 -0.060 -0.929
O 2.950 -0.498 -2.177
C 1.593 0.053 -2.119
C 0.539 -0.889 -2.897
O 0.386 -0.423 -4.253
C -0.489 -1.404 -4.904
C -1.590 -0.697 -5.809
S 5.749 1.623 0.702
O 6.493 1.477 -0.595
O 6.369 2.813 1.412
C 6.069 0.154 1.813
F 7.363 -0.304 1.487
F 6.119 0.465 3.172
F 5.222 -0.942 1.629
H -1.604 -4.016 0.244
H -2.730 -5.076 1.204
H -2.619 -3.303 1.672
H -3.505 -4.167 -1.271
H -4.755 -4.332 0.086
H -3.571 -1.543 0.268
H -3.977 -1.947 -1.479
H -6.384 -2.936 -0.398
H -5.799 -2.156 1.138
H -6.268 0.043 0.503
H -7.543 -0.830 -0.457
H -6.779 0.539 -2.298
H -5.747 -0.949 -2.470
H -4.551 1.359 -2.754
H -3.669 0.164 -1.707
H -5.468 1.970 0.072
H -4.467 2.929 -1.114
H -2.338 2.068 -0.490
H -2.993 0.586 0.337
H -4.109 2.414 2.092
H -2.886 3.586 1.422
H -1.489 0.946 2.008
H -2.579 1.382 3.464
H -1.213 3.339 4.057
H -0.641 3.612 2.342
H 0.551 1.666 4.500
H 0.558 1.163 2.728
H 1.602 3.791 2.443
H 1.854 3.653 4.244
H 3.370 1.552 3.824
H 4.002 3.036 2.948
H 1.905 1.640 1.126
H 3.074 0.407 1.758
H 4.853 3.933 -0.336
H 3.813 4.186 1.134
H 1.935 5.114 0.740
H 0.109 2.713 0.513
H 4.081 1.770 -1.607
H 3.079 -0.631 -0.098
H 4.677 -0.418 -0.958
H 1.200 0.109 -1.046
H 1.556 1.062 -2.648
H -0.458 -0.727 -2.345
H 0.801 -1.988 -2.798
H 0.192 -2.118 -5.464
H -1.023 -1.994 -4.085
H -1.076 -0.318 -6.756
H -2.111 0.148 -5.250
H -2.373 -1.488 -6.078
C 3.865 -3.820 0.523
C 2.801 -3.695 -0.364
C 1.608 -4.368 -0.121
C 1.480 -5.171 1.007
C 2.548 -5.304 1.890
C 3.739 -4.628 1.649
H 4.793 -3.290 0.337
H 2.903 -3.069 -1.245
H 0.777 -4.266 -0.812
H 0.550 -5.694 1.198
H 2.451 -5.935 2.766
H 4.570 -4.730 2.338
```

HOMO   -9.6 eV
Energy   -2840.70589 a.u.
SMILES string   CCCCCCCCCCCCCCCC[C@](CO[C@@H](F)S)(NCOCCOCC)S(=O)(=O)C(F)(F)F.c1ccccc1
Kohn-Sham gap   9.9124 eV

Mulliken population analysis, charges in e, atoms 1 to 6: number 1, C, carries -0.6903; number 2, C, carries -0.6669; number 3, C, carries 0.7597; number 4, C, carries -1.1096; number 5, C, carries -0.3714; number 6, C, carries -1.0724

=====

(2)
Formula: C31H55GaNO2P
Source: OMol25
Level of theory: wB97M-V/def2-TZVPD

Geometry as XYZ:
```
91
C31H55GaNO2P, DFT wB97M-V/def2-TZVPD
O 1.136 -2.226 0.519
C 1.318 -3.073 -0.651
C 1.048 -4.349 0.129
H 2.347 -2.976 -1.028
H 0.580 -2.837 -1.431
C 0.940 -3.405 1.346
H 1.899 -5.040 0.142
H 0.104 -4.832 -0.155
C 2.070 -3.558 2.341
H 3.040 -3.529 1.831
H 1.968 -4.517 2.862
H 2.040 -2.756 3.085
C -0.403 -3.376 2.030
H -1.211 -3.543 1.313
H -0.576 -2.411 2.515
H -0.439 -4.157 2.799
Ga 0.536 0.581 -0.736
C -2.301 0.408 -0.302
C -1.686 0.167 -1.583
C -1.635 -1.262 -1.761
H -1.547 0.919 -2.364
C -2.157 -1.861 -0.603
C -2.560 -0.835 0.298
H -3.014 -0.985 1.279
H -2.515 1.400 0.096
H -1.268 -1.775 -2.649
H -2.261 -2.927 -0.428
C 0.312 1.711 2.069
C -0.259 0.767 2.953
C 0.677 -0.290 3.127
H -1.248 0.835 3.409
C 1.810 -0.020 2.318
C 1.599 1.233 1.670
H 2.348 1.776 1.087
H -0.128 2.662 1.757
H 0.553 -1.140 3.795
H 2.702 -0.631 2.222
O 3.148 -6.459 -0.224
C 2.917 -7.462 0.790
C 3.701 -8.748 0.452
H 1.833 -7.669 0.840
H 3.228 -7.040 1.761
C 4.190 -8.532 -1.002
H 3.074 -9.638 0.556
H 4.559 -8.846 1.127
C 4.035 -7.015 -1.232
H 3.547 -9.088 -1.695
H 5.221 -8.861 -1.148
H 3.615 -6.790 -2.225
H 5.024 -6.524 -1.150
C 2.155 4.419 -2.021
C 1.208 4.927 -0.935
C 1.895 4.853 0.433
C 0.756 6.360 -1.263
P -0.338 3.778 -0.945
N 0.340 2.366 -0.868
C -2.259 4.684 1.819
C -2.859 5.694 0.926
C -2.982 3.432 2.056
C -1.213 5.119 2.758
C -3.742 3.033 -2.785
C -3.595 2.008 -3.827
C -4.662 2.842 -1.659
C -3.070 4.329 -2.971
H 3.073 5.022 -1.983
H 1.720 4.496 -3.024
H 2.407 3.372 -1.830
H 1.395 5.467 1.194
H 1.933 3.825 0.809
H 2.934 5.202 0.340
H 0.259 6.418 -2.242
H 0.068 6.754 -0.504
H 1.625 7.032 -1.302
H -3.601 5.264 0.237
H -3.400 6.447 1.529
H -2.117 6.249 0.333
H -2.375 2.686 2.582
H -3.869 3.631 2.685
H -3.366 2.989 1.128
H -0.686 4.285 3.242
H -0.470 5.767 2.277
H -1.669 5.724 3.564
H -3.669 0.997 -3.413
H -4.365 2.100 -4.612
H -2.624 2.106 -4.330
H -4.613 3.711 -0.986
H -5.716 2.752 -1.990
H -4.437 1.934 -1.078
H -2.965 4.867 -2.019
H -2.070 4.210 -3.408
H -3.633 4.995 -3.650
```

HOMO (spin up / spin down)   -6.7 / -6.7 eV
Energy   -3685.20824 a.u.
Kohn-Sham gap (spin up / spin down)   4.5092 / 4.4827 eV

Mulliken population analysis, charges in e, atoms 1 to 6: number 1, O, carries -0.1588; number 2, C, carries -0.4046; number 3, C, carries -0.2340; number 4, H, carries 0.3189; number 5, H, carries -0.0371; number 6, C, carries 1.6439

=====

> What is the energy in the first record?

-2840.70589 a.u.